Record 1
22
Properties=species:S:1:pos:R:3:forces:R:3 method="wB97M-V/def2-TZVPD" de_lowest_kj_mol=28.69 gap_ev=8.432 molar_mass_g_mol=252.133 largest_force_ha_per_bohr=0.07783 homo_energy_ha=-0.3146 spin_multiplicity=1
C -3.0269 0.6163 -0.0163 0.432 0.003 -0.064
C -1.8966 0.8572 0.6582 -0.593 -0.256 -0.014
C -1.9283 1.1647 2.1283 -0.226 -0.162 -0.375
C -1.2524 0.8943 -1.9028 0.866 0.372 3.519
C 1.6308 0.3781 -0.4312 -0.221 0.003 0.325
C -0.0481 -1.4263 0.1753 0.034 0.292 0.167
C 0.3713 0.0347 0.3606 0.423 -0.621 0.096
N -0.6725 0.9754 0.0395 -0.839 0.520 -3.878
O -2.7080 0.6702 2.8889 0.085 0.159 0.151
O -1.0048 2.0568 2.5100 0.166 0.229 0.487
S -2.8732 0.2475 -1.7302 0.039 -0.048 0.027
Br -1.0634 2.7290 -2.3653 -0.014 -0.019 -0.154
H -4.0148 0.6175 0.4002 -0.168 0.043 0.230
H -0.5472 0.2787 -2.4391 0.064 -0.028 -0.033
H 1.5298 0.0838 -1.4719 -0.020 -0.054 -0.175
H 1.8196 1.4477 -0.3940 0.049 0.097 0.001
H 2.4850 -0.1455 -0.0113 0.111 -0.070 -0.017
H -0.2908 -1.6270 -0.8663 -0.005 -0.022 -0.121
H -0.9262 -1.6448 0.7813 -0.045 -0.083 0.002
H 0.7576 -2.0886 0.4786 0.080 -0.124 0.031
H 0.5875 0.1911 1.4302 -0.009 -0.016 -0.091
H -0.4983 2.3917 1.7520 -0.208 -0.214 -0.115

***

Record 2
41
Properties=species:S:1:pos:R:3:forces:R:3 method="wB97M-V/def2-TZVPD" charge=+1 gap_ev=6.518 molar_mass_g_mol=1011.648 largest_force_ha_per_bohr=0.03440 homo_energy_ha=-0.4594 spin_multiplicity=1
N 1.6363 -1.9200 0.3583 -1.726 0.348 -0.173
S 0.1931 -1.4133 -0.3770 0.817 0.179 -0.003
I -1.5510 -3.0336 -0.0415 0.362 0.428 0.103
H 2.2800 -2.1512 -0.3843 0.255 -0.197 -0.220
H 1.4831 -2.7177 0.9842 0.307 0.240 0.090
H -0.1882 -0.3516 0.4152 0.060 -0.842 0.058
C 3.1625 -5.5635 1.2658 0.403 -0.264 0.166
Cl 4.2865 -6.2935 2.4030 -0.153 0.064 -0.070
Cl 1.8524 -4.7401 2.1472 -0.008 0.004 -0.090
Cl 4.0317 -4.4781 0.1704 -0.243 0.090 0.044
H 2.7207 -6.3547 0.6736 -0.077 0.071 -0.008
C -0.0320 0.3387 -4.0788 0.129 -0.019 0.229
Cl -1.1604 -1.0019 -3.8521 -0.106 -0.053 -0.049
Cl -0.4300 1.6643 -2.9799 -0.061 -0.116 0.071
Cl 1.6249 -0.2111 -3.8109 -0.220 -0.092 -0.184
H -0.1167 0.6964 -5.0976 0.006 0.003 0.015
C -2.9103 -2.6122 4.0508 -0.162 0.081 0.288
Cl -4.0101 -3.9608 4.3447 0.090 0.017 -0.129
Cl -3.2908 -1.2495 5.1020 0.048 -0.092 -0.127
Cl -1.2293 -3.1206 4.2703 0.049 0.003 -0.109
H -3.0367 -2.2927 3.0245 -0.002 -0.010 0.008
C 4.1057 2.1983 -1.6664 -0.053 0.412 -0.206
Cl 3.9394 2.1846 -3.4244 0.181 -0.005 0.155
Cl 3.8181 3.8198 -1.0381 0.042 -0.375 -0.089
Cl 2.9948 1.0351 -0.9144 0.066 -0.084 0.189
H 5.1174 1.9042 -1.4186 -0.040 -0.061 0.028
C 2.1271 7.4488 -1.1465 -0.005 0.154 -0.022
Cl 3.4075 6.7303 -0.1605 -0.048 0.232 0.079
Cl 0.8155 8.0469 -0.1268 0.044 -0.071 -0.057
Cl 2.7714 8.7401 -2.1615 -0.044 -0.114 0.043
H 1.7282 6.6771 -1.7935 0.025 -0.006 0.011
C -7.0898 -4.3973 6.5248 -0.137 0.051 0.127
Cl -7.6688 -5.4258 7.8368 0.058 0.037 -0.089
Cl -8.4038 -4.0000 5.4131 0.082 -0.024 0.001
Cl -6.3451 -2.9280 7.1624 0.005 -0.050 -0.036
H -6.3368 -4.9454 5.9743 -0.005 0.000 0.014
C -0.1422 4.6876 -5.5350 0.065 0.163 -0.126
Cl -0.2253 5.9311 -4.2826 -0.025 -0.068 -0.004
Cl -0.0352 5.4178 -7.1367 -0.027 -0.080 0.127
Cl 1.2282 3.6067 -5.2456 0.036 0.037 -0.080
H -1.0514 4.1019 -5.4890 0.011 0.009 0.024

***

Record 3
19
Properties=species:S:1:pos:R:3:forces:R:3 method="wB97M-V/def2-TZVPD" de_lowest_kj_mol=338.88 gap_ev="7.669 / 7.414" molar_mass_g_mol=143.617 largest_force_ha_per_bohr=0.08403 homo_energy_ha="-0.2802 / -0.2876" spin_multiplicity=1
C 0.7013 -1.2988 -1.4250 0.660 2.174 2.724
C 1.1602 -1.0721 0.0081 -0.019 3.233 0.243
C -0.3734 1.0152 0.1227 -0.591 1.992 -1.001
C -0.0088 -0.2867 0.7971 -0.738 -1.853 -3.702
C -0.3435 0.8376 -1.4780 1.919 -1.698 3.479
C 0.5182 2.1063 0.6630 1.366 -2.705 -0.809
C -1.3305 -1.0374 0.7605 0.739 -3.701 -2.096
N 0.0881 -0.2637 -2.0227 0.030 -0.756 -1.264
Cl 0.1792 3.7126 0.3787 0.075 0.877 -0.110
H 0.9338 -2.2957 -1.7388 -0.604 -0.074 -1.455
H 1.4151 -1.8974 0.6353 -0.119 -1.185 -0.143
H 2.0876 -0.3671 0.2366 -1.443 -1.137 -1.311
H -1.4546 1.4177 0.1475 1.222 -1.028 1.029
H 0.5114 -0.2902 1.6904 -0.175 0.880 2.565
H -0.5950 1.7682 -1.9015 -0.226 0.528 -1.561
H 1.5800 1.6983 0.7938 -1.294 1.480 -0.001
H -1.8764 -0.6393 1.5087 -2.321 1.381 2.402
H -1.2416 -2.1659 1.0578 -0.032 1.820 -0.830
H -1.9511 -0.9417 -0.2343 1.550 -0.228 1.841

***

Record 4
30
Properties=species:S:1:pos:R:3:forces:R:3 method="wB97M-V/def2-TZVPD" de_lowest_kj_mol=0.00 charge=-1 gap_ev="6.805 / 7.391" molar_mass_g_mol=412.505 largest_force_ha_per_bohr=0.00691 homo_energy_ha="-0.1570 / -0.1805" spin_multiplicity=5
Cr 0.2720 -0.1538 0.0298 -0.018 -0.060 0.157
N 2.2584 -0.1787 -0.7805 -0.018 0.038 0.141
C 2.2226 0.5650 -2.0503 0.090 -0.009 -0.099
C 1.0972 1.6153 -2.0572 -0.159 0.033 0.050
O 1.1433 2.5081 -2.8839 0.062 -0.016 -0.053
O 0.1621 1.4162 -1.1911 0.046 -0.018 0.013
H 2.7013 0.3769 -0.0482 0.006 -0.040 -0.049
H 2.7685 -1.0511 -0.8508 -0.071 0.008 -0.027
H 1.9924 -0.1398 -2.8532 0.042 0.042 0.017
H 3.1702 1.0524 -2.2874 -0.052 -0.008 -0.002
N -1.6959 -0.0837 0.8704 0.096 0.027 -0.341
N -1.9926 -1.3964 1.3082 -0.183 0.019 0.062
C -0.8916 -2.2794 1.5031 0.085 0.068 -0.012
O -1.0835 -3.2609 2.1992 -0.058 -0.104 0.058
O 0.1809 -1.9537 0.8766 0.017 0.020 -0.125
H -1.6130 0.5654 1.6603 -0.082 -0.188 -0.069
H -2.4266 0.2378 0.2435 0.076 -0.028 0.026
H -2.6729 -1.4540 2.0541 0.097 0.036 0.011
C -0.8705 0.7483 5.0561 0.029 -0.077 0.098
S -1.7708 1.5364 3.7058 0.003 0.135 0.253
C -0.5953 2.7038 3.1329 -0.092 0.041 -0.019
C 0.5929 2.4216 2.5459 0.126 -0.286 -0.145
S 1.3408 0.8772 2.3045 -0.076 0.187 0.049
S 1.4638 3.8389 2.0119 0.202 0.059 -0.030
C 0.3761 5.0628 2.5451 0.024 0.159 0.041
S 0.6425 6.6871 2.3733 -0.041 -0.146 -0.007
S -1.0079 4.3932 3.3094 -0.128 0.077 0.035
H -1.5184 -0.0336 5.4501 -0.020 -0.008 0.003
H -0.6532 1.4712 5.8396 -0.009 0.020 -0.014
H 0.0451 0.3027 4.6736 0.002 0.020 -0.019

***

Record 5
31
Properties=species:S:1:pos:R:3:forces:R:3 method="wB97M-V/def2-TZVPD" de_lowest_kj_mol=0.00 gap_ev=9.806 molar_mass_g_mol=354.219 largest_force_ha_per_bohr=0.03192 homo_energy_ha=-0.3517 spin_multiplicity=1
F 2.3525 0.7922 -3.8982 -0.137 0.045 0.206
C 2.7405 -0.4906 -4.0186 0.181 -0.067 -0.196
F 2.4605 -0.8948 -5.2790 -0.012 -0.001 0.052
C 2.0042 -1.4122 -3.0406 -0.528 0.218 0.190
F 0.6926 -1.4684 -3.3463 0.010 0.115 -0.027
F 2.5264 -2.6489 -3.2758 0.194 -0.109 0.020
C 2.1800 -1.1728 -1.5292 0.276 -0.189 0.569
O 1.1680 -0.4823 -0.8062 -0.315 0.205 -0.690
C 1.1329 0.8830 -0.6575 0.490 -0.484 0.100
F 2.2615 1.4727 -1.0888 -0.097 -0.029 -0.218
F 1.0730 1.1108 0.6810 -0.015 0.198 0.035
C -0.1238 1.4993 -1.2897 -0.330 0.081 -0.022
F -0.1812 1.1993 -2.6009 0.209 -0.043 -0.122
F -0.0669 2.8480 -1.1671 0.124 -0.041 0.084
H 3.8214 -0.5574 -3.8648 -0.020 0.009 0.042
H 2.1397 -2.1729 -1.1030 -0.024 -0.055 -0.028
H 3.1724 -0.7885 -1.2974 0.015 0.218 -0.180
H -1.0253 1.1345 -0.7947 0.095 -0.077 0.101
N -1.6308 0.6548 1.5275 -0.346 -0.151 -0.452
C -2.7562 0.9209 2.4120 0.175 0.178 0.317
N -3.0994 -0.1642 3.3293 1.096 -0.049 -0.519
S -3.5966 -1.6269 2.5646 -0.801 -0.107 0.167
C -2.2075 -0.3798 4.3963 -0.987 -0.900 0.954
O -2.3553 -1.2619 5.2077 0.435 0.389 -0.748
O -1.2317 0.5508 4.4888 0.048 0.324 -0.658
H -0.8996 1.3323 1.6415 0.178 0.127 0.243
H -1.2271 -0.2545 1.6842 0.142 -0.135 0.041
H -2.5157 1.7676 3.0259 0.028 0.482 0.319
H -3.6327 1.1922 1.8514 -0.505 -0.256 -0.294
H -2.7465 -1.6639 1.5244 0.195 0.132 0.095
H -0.4292 0.0819 4.7236 0.225 -0.027 0.621

***

Record 6
20
Properties=species:S:1:pos:R:3:forces:R:3 method="wB97M-V/def2-TZVPD" de_lowest_kj_mol=110.26 charge=-2 gap_ev="4.443 / 3.550" molar_mass_g_mol=185.855 largest_force_ha_per_bohr=0.11645 homo_energy_ha="0.0676 / 0.0999" spin_multiplicity=3
C 1.8222 -0.5159 0.5984 -0.522 -0.455 -0.400
C 1.4127 -0.7237 -0.7456 0.210 -1.157 0.344
C 0.1560 -1.4364 -0.7345 0.717 -0.652 0.997
C -0.2226 -1.6211 0.6589 1.527 -0.123 -0.614
C 0.8206 -1.0493 1.4607 -0.096 -0.357 -0.604
Ni -0.6265 0.3802 -0.0628 -0.333 -3.799 0.547
N -1.2559 -0.1798 3.6946 0.152 0.271 0.213
C -0.4450 1.9369 -0.7722 0.880 5.074 -3.056
C -0.3624 1.1696 -1.9778 -1.323 0.568 0.379
H -0.4043 -1.7483 -1.6149 0.156 0.036 0.284
H 2.0039 -0.5013 -1.6357 -0.290 0.132 0.250
H -1.0780 -2.1623 1.0363 -0.035 0.371 -0.032
H 0.8911 -1.1213 2.5392 -0.356 0.299 -0.081
H 2.7924 -0.1296 0.9119 -0.355 0.171 -0.050
H 0.4925 1.2895 -2.6704 -0.243 -0.939 0.834
H -1.3425 2.5408 -0.7791 -0.346 0.247 0.859
H -1.2803 0.4611 2.8728 -0.084 -0.354 0.226
H -1.3333 0.9128 -2.4467 0.673 0.200 0.022
H 0.4926 2.5105 -0.6119 -0.563 -0.156 0.392
F -2.5332 -0.0124 0.2788 0.231 0.621 -0.508

***

Record 7
18
Properties=species:S:1:pos:R:3:forces:R:3 method="wB97M-V/def2-TZVPD" de_lowest_kj_mol=385.10 charge=+1 gap_ev=8.941 molar_mass_g_mol=108.164 largest_force_ha_per_bohr=0.12153 homo_energy_ha=-0.5277 spin_multiplicity=1
C 1.0748 -0.8862 2.1760 0.006 2.235 -3.293
C 0.4249 -0.4008 0.8536 -0.453 -1.635 2.172
C -0.5682 -1.1651 0.4511 -2.006 -1.170 -2.898
N -1.1035 -0.7844 -0.9920 -2.845 0.394 -1.397
C -1.8844 -0.3479 -2.0172 3.307 -1.264 5.150
C -0.4985 0.1764 -1.8908 0.366 1.629 1.345
C -0.0895 1.3639 -0.9790 1.768 -0.982 -1.042
C 0.8303 0.8579 0.2352 -1.357 1.135 -2.442
H 2.0591 -0.5227 2.0843 1.705 -0.303 0.109
H 0.9681 -1.8747 2.4463 -0.143 -2.127 0.153
H 0.6968 -0.2696 2.8952 -1.297 1.535 2.305
H -0.9925 -2.1235 0.8613 0.526 1.387 -0.676
H -2.9333 -0.3237 -2.2378 -0.287 -0.222 -0.247
H 0.1954 -0.2373 -2.5262 1.654 -0.707 -1.557
H -1.0110 1.7358 -0.7153 -2.128 0.785 1.687
H 0.4115 2.2914 -1.2927 0.110 -0.793 -1.039
H 1.8594 0.7449 -0.1426 -0.182 0.656 0.584
H 0.5605 1.7654 0.7904 1.255 -0.554 1.086

***

Record 8
19
Properties=species:S:1:pos:R:3:forces:R:3 method="wB97M-V/def2-TZVPD" de_lowest_kj_mol=746.64 gap_ev="7.754 / 7.732" molar_mass_g_mol=122.171 largest_force_ha_per_bohr=0.08779 homo_energy_ha="-0.2818 / -0.2814" spin_multiplicity=1
C 1.9706 0.8115 -0.8149 -4.006 -0.062 1.602
C -0.5789 -0.3017 1.0068 0.044 -0.780 0.716
C 1.8168 -0.1508 0.0833 0.835 0.587 -1.184
C 0.7072 -0.5952 0.9090 -0.597 0.262 1.061
C -0.4616 1.6810 -0.4851 2.625 2.484 -2.705
C -1.2958 0.6314 0.0889 -1.784 -0.003 0.564
C -2.0940 -0.2193 -0.9129 0.045 0.791 -2.343
N 2.6418 -1.2016 0.6286 -0.534 2.088 3.003
N 1.4778 -1.6355 1.4929 0.367 -0.843 -1.153
H 2.4893 1.1756 -1.6624 0.602 0.065 -0.211
H -1.1589 -0.9747 1.6520 -0.022 0.509 -0.202
H -0.2959 2.6409 0.0831 0.162 -1.526 -0.111
H -0.6683 2.0426 -1.5626 0.283 -1.129 1.645
H -2.0955 1.2456 0.6747 1.123 -1.091 -0.577
H -2.6583 -0.9877 -0.4815 -1.432 -0.596 1.482
H -1.5605 -0.9105 -1.5966 0.851 1.022 0.155
H -2.7627 0.4006 -1.5849 0.646 -0.559 0.878
H 2.9559 -1.8337 -0.0326 0.313 -2.069 -1.269
H 1.5710 -1.8185 2.5143 0.478 0.848 -1.352